Record 1
DFT (ωB97M-V/def2-TZVPD) results for C24H31MoN4O4S2 as an isolated structure in a non-equilibrium geometry.

Element x y z (Å)
Mo  -0.283  -0.125  0.301
C  6.542  -1.326  -4.768
C  5.314  -0.950  -3.995
C  5.260  0.247  -3.280
C  4.132  0.605  -2.566
C  3.034  -0.256  -2.596
C  3.050  -1.462  -3.310
C  4.195  -1.795  -3.997
S  1.642  0.151  -1.711
O  1.858  1.331  -0.886
O  0.409  0.136  -2.468
N  1.316  -1.073  -0.585
C  2.096  -1.038  0.601
C  3.357  -1.523  0.848
C  3.860  -1.316  2.126
C  3.093  -0.676  3.109
C  1.838  -0.225  2.796
N  1.369  -0.385  1.537
H  7.406  -0.741  -4.462
H  6.377  -1.146  -5.833
H  6.769  -2.386  -4.655
H  6.117  0.908  -3.284
H  4.090  1.531  -2.010
H  2.178  -2.105  -3.325
H  4.233  -2.721  -4.556
H  3.913  -2.038  0.077
H  4.860  -1.655  2.367
H  3.477  -0.537  4.109
H  1.199  0.271  3.514
C  -0.492  5.106  0.270
N  -0.509  3.675  0.630
C  0.581  3.213  1.507
C  -1.383  2.836  0.134
O  -1.092  1.513  0.256
N  -2.499  3.121  -0.499
C  -3.357  4.270  -0.141
C  -3.153  2.100  -1.331
H  0.548  5.394  0.139
H  -0.927  5.713  1.062
H  -1.018  5.265  -0.666
H  1.021  4.087  1.976
H  1.341  2.692  0.925
H  0.188  2.571  2.295
H  -2.913  4.861  0.651
H  -4.308  3.876  0.216
H  -3.533  4.891  -1.017
H  -2.418  1.585  -1.948
H  -3.852  2.611  -1.987
H  -3.708  1.391  -0.715
C  -3.110  -3.436  -0.688
S  -2.404  -2.058  -1.544
O  -1.467  -1.463  -0.391
C  -1.379  -2.768  -2.748
C  -1.505  -2.215  -4.022
C  -0.814  -2.800  -5.073
C  -0.013  -3.907  -4.836
C  0.134  -4.428  -3.548
C  -0.549  -3.864  -2.490
H  -2.368  -4.208  -0.505
H  -3.901  -3.811  -1.342
H  -3.543  -3.065  0.238
H  -2.146  -1.359  -4.192
H  -0.913  -2.399  -6.072
H  0.500  -4.380  -5.662
H  0.767  -5.288  -3.379
H  -0.435  -4.270  -1.494

Summary:
<S²>: 2.014
Total charge: +3
2S+1: 3



Record 2
DFT (ωB97M-V/def2-TZVPD) results for an isolated ion of composition C2H3O2 and charge +1 in a non-equilibrium geometry.

Element x y z (Å)
C  -1.546  0.530  -0.044
C  0.693  -0.332  0.179
O  -0.013  0.661  0.230
O  -2.020  -0.507  0.109
H  -1.867  1.527  -0.342
H  1.770  -0.214  0.347
H  0.297  -1.339  -0.038

Summary:
Total charge: +1
2S+1: 1



Record 3
DFT (ωB97M-V/def2-TZVPD) results for one molecule with the formula C19H24N4O3.

Element x y z (Å)
C  -3.513  -0.140  -3.417
C  -3.342  0.873  -2.318
C  -4.158  0.860  -1.193
C  -4.000  1.814  -0.197
C  -3.024  2.791  -0.308
C  -2.184  2.820  -1.420
C  -1.099  3.863  -1.569
C  -0.301  4.214  -0.312
C  0.311  3.121  0.552
O  0.895  3.414  1.581
N  0.211  1.833  0.127
C  0.711  0.751  0.945
C  2.156  0.354  0.642
N  2.224  -1.014  1.151
C  3.375  -1.703  0.983
O  4.343  -1.233  0.401
C  3.468  -3.085  1.498
C  4.434  -3.975  1.266
N  4.136  -5.105  1.997
C  2.970  -4.909  2.704
N  2.416  -5.736  3.479
O  2.547  -3.643  2.390
C  0.894  -1.540  1.494
C  -0.061  -0.569  0.802
C  -0.310  -0.972  -0.649
C  -2.360  1.857  -2.407
H  -2.556  -0.400  -3.869
H  -3.979  -1.052  -3.043
H  -4.153  0.254  -4.210
H  -4.919  0.094  -1.094
H  -4.641  1.793  0.675
H  -2.903  3.522  0.483
H  -0.415  3.524  -2.352
H  -1.542  4.789  -1.945
H  0.526  4.874  -0.578
H  -0.913  4.797  0.382
H  -0.361  1.616  -0.672
H  0.653  1.088  1.982
H  2.363  0.387  -0.431
H  2.883  0.993  1.143
H  5.308  -3.877  0.648
H  4.666  -5.953  2.062
H  1.569  -5.354  3.884
H  0.780  -2.560  1.131
H  0.749  -1.555  2.576
H  -1.010  -0.523  1.339
H  0.616  -0.987  -1.227
H  -0.741  -1.974  -0.688
H  -1.017  -0.305  -1.145
H  -1.703  1.868  -3.272

Summary:
2S+1: 1
SMILES: [H]/N=c1/[nH]cc(C(=O)N2C[C@H](C)[C@H](NC(=O)CCc3cccc(C)c3)C2)o1



Record 4
DFT (ωB97M-V/def2-TZVPD) results for a 7-piece molecular cluster, C22H60BrO7P overall in a non-equilibrium geometry.

Element x y z (Å)
C  0.061  -3.240  5.074
C  -0.580  -1.846  4.981
C  -0.619  -1.242  3.581
C  -1.585  -1.995  2.663
P  1.064  -1.019  2.882
O  1.032  -2.506  2.023
Br  1.287  1.105  3.923
H  0.690  -3.282  5.955
H  0.690  -3.480  4.228
H  -0.669  -4.030  5.185
H  -1.602  -1.925  5.323
H  -0.036  -1.163  5.622
H  -0.998  -0.242  3.710
H  -1.755  -3.002  3.010
H  -2.543  -1.496  2.726
H  -1.304  -1.993  1.622
H  2.211  -1.413  3.573
H  1.155  -0.318  1.681
H  1.948  -2.743  1.794
C  -1.205  -0.708  -2.483
C  -0.973  0.509  -1.599
C  0.500  0.876  -1.538
O  -1.488  0.271  -0.288
H  -0.672  -1.575  -2.082
H  -2.265  -0.965  -2.519
H  -0.854  -0.530  -3.500
H  -1.543  1.355  -1.987
H  1.081  0.052  -1.113
H  0.650  1.748  -0.899
H  0.898  1.092  -2.528
H  -1.005  -0.474  0.086
C  3.122  0.668  -6.192
C  3.553  0.828  -4.742
C  5.041  0.572  -4.571
O  2.800  -0.049  -3.903
H  3.317  -0.352  -6.534
H  2.053  0.854  -6.296
H  3.661  1.357  -6.843
H  3.314  1.837  -4.401
H  5.282  -0.451  -4.865
H  5.334  0.694  -3.527
H  5.635  1.254  -5.181
H  2.988  -0.953  -4.182
C  -4.417  3.033  -1.001
C  -5.288  2.225  -1.952
C  -6.151  1.222  -1.201
O  -4.477  1.557  -2.918
H  -3.737  2.374  -0.453
H  -3.807  3.747  -1.555
H  -5.022  3.581  -0.277
H  -5.928  2.899  -2.523
H  -5.522  0.512  -0.658
H  -6.768  0.652  -1.897
H  -6.805  1.721  -0.484
H  -3.898  0.955  -2.435
C  6.438  -4.996  -5.555
C  6.718  -3.737  -6.361
C  8.207  -3.440  -6.444
O  6.020  -2.623  -5.802
H  6.795  -4.878  -4.528
H  5.366  -5.192  -5.511
H  6.932  -5.865  -5.992
H  6.316  -3.855  -7.368
H  8.618  -3.274  -5.444
H  8.385  -2.536  -7.027
H  8.750  -4.265  -6.905
H  6.350  -2.487  -4.906
C  2.452  5.931  3.622
C  0.949  5.926  3.861
C  0.618  5.794  5.341
O  0.331  4.877  3.120
H  2.893  4.990  3.963
H  2.668  6.028  2.557
H  2.936  6.752  4.153
H  0.518  6.850  3.475
H  1.005  4.850  5.734
H  -0.462  5.795  5.492
H  1.052  6.611  5.920
H  0.695  4.044  3.442
C  -6.649  -0.429  3.495
C  -6.253  -1.859  3.828
C  -6.746  -2.273  5.207
O  -4.836  -2.015  3.739
H  -6.205  0.267  4.212
H  -6.288  -0.153  2.504
H  -7.732  -0.302  3.520
H  -6.666  -2.534  3.078
H  -6.305  -1.633  5.976
H  -6.453  -3.300  5.425
H  -7.831  -2.196  5.279
H  -4.436  -1.429  4.393

Summary:
2S+1: 1
SMILES: CC[C@H](C)[PH2](O)Br.CC(C)O.CC(C)O.CC(C)O.CC(C)O.CC(C)O.CC(C)O



Record 5
DFT (ωB97M-V/def2-TZVPD) results for a 5-piece molecular cluster, C36H42NO16S3 overall in a non-equilibrium geometry.

Element x y z (Å)
C  1.622  0.375  2.057
C  0.813  0.175  0.723
C  0.175  -1.254  0.783
C  0.146  -1.997  -0.594
N  0.680  -3.367  -0.474
C  -0.229  -4.266  0.228
C  0.517  -5.176  1.271
C  -0.466  -5.925  2.210
C  -1.139  -5.030  3.302
S  -0.154  -3.579  3.859
C  1.008  -3.823  -1.803
S  -0.056  -4.241  -2.991
S  2.779  -3.881  -2.242
C  3.757  -4.264  -0.716
C  3.626  -3.195  0.419
C  5.015  -2.698  0.977
H  2.247  1.284  1.956
H  0.952  0.459  2.938
H  2.316  -0.473  2.224
H  1.463  0.324  -0.159
H  0.042  0.967  0.727
H  0.785  -1.863  1.491
H  -0.857  -1.197  1.205
H  0.849  -1.452  -1.261
H  -0.867  -1.963  -1.057
H  -0.971  -3.673  0.816
H  -0.823  -4.937  -0.420
H  1.336  -4.638  1.789
H  1.026  -5.957  0.662
H  0.019  -6.834  2.617
H  -1.295  -6.301  1.568
H  -1.274  -5.661  4.207
H  -2.161  -4.693  3.033
H  -0.444  -2.454  3.129
H  1.187  -3.850  3.864
H  3.448  -5.281  -0.403
H  4.818  -4.302  -1.026
H  3.044  -2.325  0.058
H  3.066  -3.596  1.293
H  4.838  -2.373  2.020
H  5.394  -1.888  0.333
H  5.703  -3.561  1.034
C  -4.397  -7.728  3.039
C  -5.355  -8.340  3.740
C  -6.784  -8.310  3.303
O  -7.615  -8.896  3.963
C  -7.115  -7.564  2.089
C  -6.156  -6.950  1.391
C  -4.726  -7.003  1.814
O  -3.881  -6.441  1.135
O  -6.432  -6.256  0.274
O  -5.083  -9.010  4.867
H  -3.359  -7.746  3.344
H  -8.154  -7.534  1.792
H  -5.578  -5.915  -0.041
H  -5.939  -9.358  5.176
C  1.035  6.319  -1.620
C  1.602  5.115  -1.512
C  0.916  3.987  -0.813
O  1.463  2.899  -0.754
C  -0.395  4.242  -0.219
C  -0.961  5.448  -0.325
C  -0.288  6.566  -1.045
O  -0.858  7.632  -1.124
O  -2.161  5.716  0.211
O  2.817  4.859  -2.027
H  1.520  7.142  -2.125
H  -0.875  3.424  0.299
H  -2.342  6.652  -0.006
H  2.998  3.927  -1.820
C  6.371  1.043  -4.637
C  6.991  -0.136  -4.533
C  6.346  -1.303  -3.863
O  6.940  -2.362  -3.806
C  5.013  -1.116  -3.292
C  4.395  0.062  -3.393
C  5.028  1.222  -4.086
O  4.416  2.269  -4.166
O  3.168  0.265  -2.875
O  8.225  -0.329  -5.027
H  6.827  1.895  -5.122
H  4.558  -1.958  -2.793
H  2.949  1.190  -3.084
H  8.444  -1.255  -4.826
C  -3.257  12.619  -1.209
C  -2.685  11.417  -1.107
C  -3.361  10.285  -0.412
O  -2.800  9.207  -0.366
C  -4.672  10.529  0.188
C  -5.244  11.732  0.090
C  -4.579  12.858  -0.629
O  -5.147  13.929  -0.707
O  -6.446  11.988  0.633
O  -1.471  11.162  -1.627
H  -2.777  13.446  -1.712
H  -5.145  9.705  0.705
H  -6.632  12.920  0.421
H  -1.289  10.227  -1.421

Summary:
Total charge: +1
2S+1: 1



Record 6
DFT (ωB97M-V/def2-TZVPD) results for C3H5F2NO2S as an isolated structure in a non-equilibrium geometry.

Element x y z (Å)
C  0.615  2.244  -1.631
C  0.418  -1.542  1.609
C  0.800  -0.389  0.715
N  -0.472  2.149  -1.006
O  -2.088  0.916  0.509
O  -1.108  -0.244  -1.525
F  1.234  0.654  1.431
F  1.714  -0.533  -0.242
S  -0.929  0.642  -0.341
H  0.843  3.148  -2.131
H  1.356  1.430  -1.955
H  -0.181  -2.231  1.066
H  1.338  -2.048  1.846
H  -0.153  -1.098  2.518

Summary:
2S+1: 1



Record 7
DFT (ωB97M-V/def2-TZVPD) results for a 2-piece molecular cluster, C4H5NO2 overall in a non-equilibrium geometry.

Element x y z (Å)
O  0.948  -2.433  -0.009
C  1.047  -1.310  0.220
C  1.347  0.018  0.253
C  -0.168  0.789  -0.914
N  -1.166  1.125  -0.113
C  -1.720  0.125  0.596
O  -1.182  -0.968  0.835
H  1.084  0.550  1.162
H  2.306  0.260  -0.201
H  -0.259  -0.085  -1.569
H  0.430  1.601  -1.328
H  -2.695  0.360  1.048

Summary:
2S+1: 1
SMILES: C=NC=O.C=C=O



Record 8
DFT (ωB97M-V/def2-TZVPD) results for a 2-piece molecular cluster, C4H13N2O2 overall in a non-equilibrium geometry.

Element x y z (Å)
N  0.176  -1.079  -1.339
C  1.312  -0.853  -0.436
C  0.906  -0.155  0.882
N  0.922  1.297  0.910
C  -0.267  2.098  0.699
C  -0.421  2.647  -0.709
O  -0.894  1.959  -1.603
H  0.526  -1.427  -2.205
H  -0.377  -0.210  -1.434
H  -0.483  -1.752  -0.866
H  1.642  -1.856  -0.140
H  2.155  -0.264  -0.806
H  1.649  -0.486  1.610
H  -0.092  -0.529  1.173
H  1.514  1.751  1.546
H  -1.209  1.568  0.951
H  -0.237  2.907  1.426
H  -0.126  3.703  -0.881
H  -2.204  -2.522  0.953
H  -2.534  -3.788  0.149
O  -1.958  -3.010  0.122

Summary:
Total charge: +1
2S+1: 1



The energy results, record by record, are as follows: -2316.7066; -228.1298; -1183.2036; -4316.2449; -3849.7647; -920.3640; -360.5621; -419.9351 Ha.